Entry 1:
The following is a DFT calculation (ωB97M-V/def2-TZVPD) of a cluster of 11 separate species, C66H154O33 in total at a distorted geometry.

Atoms and positions in Å:
C -3.023 -4.164 -1.968
O -1.866 -4.072 -1.123
C -1.465 -5.437 -0.821
C -0.086 -5.442 -0.092
O 1.022 -5.459 -0.926
C 1.119 -4.289 -1.751
C 2.685 -4.049 -2.071
O 3.471 -3.843 -0.869
C 3.647 -2.539 -0.434
H -3.803 -4.738 -1.467
H -2.652 -4.662 -2.863
H -3.351 -3.153 -2.212
H -1.380 -6.129 -1.658
H -2.230 -5.784 -0.127
H -0.135 -6.311 0.564
H -0.041 -4.568 0.557
H 0.725 -3.412 -1.237
H 0.494 -4.261 -2.644
H 2.877 -3.242 -2.778
H 3.086 -4.956 -2.523
H 4.234 -2.612 0.482
H 2.759 -1.912 -0.354
H 4.355 -2.033 -1.091
C 1.242 -5.636 4.840
O 1.687 -5.472 3.476
C 3.028 -4.917 3.277
C 3.547 -5.039 1.820
O 4.021 -6.357 1.635
C 4.428 -6.655 0.270
C 5.727 -5.979 -0.200
O 6.772 -6.223 0.764
C 8.002 -5.541 0.538
H 2.053 -5.995 5.474
H 0.459 -6.394 4.860
H 0.894 -4.695 5.266
H 3.787 -5.265 3.978
H 2.974 -3.843 3.456
H 4.424 -4.422 1.623
H 2.752 -4.729 1.142
H 3.567 -6.523 -0.386
H 4.681 -7.713 0.208
H 5.571 -4.948 -0.517
H 5.988 -6.530 -1.104
H 8.578 -5.915 -0.309
H 8.573 -5.726 1.448
H 7.878 -4.475 0.349
C 2.920 -1.446 5.264
O 2.923 -2.720 5.871
C 2.440 -2.746 7.223
C 2.949 -3.982 7.957
O 4.411 -4.118 7.896
C 4.930 -5.356 8.279
C 6.453 -5.360 8.147
O 7.079 -4.415 9.056
C 8.430 -4.288 8.898
H 3.407 -1.510 4.291
H 3.370 -0.627 5.825
H 1.893 -1.094 5.170
H 1.350 -2.756 7.231
H 2.749 -1.897 7.832
H 2.579 -4.861 7.428
H 2.557 -4.071 8.970
H 4.587 -6.236 7.736
H 4.678 -5.570 9.318
H 6.741 -5.035 7.147
H 6.875 -6.359 8.257
H 8.694 -3.858 7.931
H 8.947 -5.245 8.965
H 8.835 -3.641 9.676
C -6.888 2.536 1.929
O -5.774 3.365 1.997
C -5.767 4.057 3.202
C -4.462 4.977 3.347
O -3.315 4.117 3.581
C -2.963 3.422 2.406
C -1.467 2.923 2.385
O -0.470 3.980 2.267
C 0.916 3.576 2.118
H -6.887 1.967 0.999
H -7.826 3.092 1.940
H -6.904 1.728 2.662
H -5.769 3.423 4.088
H -6.653 4.692 3.247
H -4.457 5.570 4.262
H -4.342 5.623 2.477
H -3.101 4.040 1.519
H -3.609 2.551 2.300
H -1.461 2.123 1.644
H -1.234 2.428 3.328
H 1.525 4.410 1.769
H 0.956 2.740 1.419
H 1.283 3.251 3.091
C -1.515 -2.208 -5.722
O -0.605 -2.047 -4.600
C 0.788 -2.001 -4.817
C 1.294 -0.697 -5.463
O 0.909 0.549 -4.944
C 1.560 1.579 -5.597
C 1.462 2.926 -4.870
O 1.615 3.927 -5.816
C 1.076 5.206 -5.449
H -1.471 -3.169 -6.234
H -1.433 -1.440 -6.491
H -2.462 -2.045 -5.207
H 1.096 -2.838 -5.443
H 1.356 -2.194 -3.907
H 1.071 -0.702 -6.530
H 2.379 -0.738 -5.373
H 1.242 1.670 -6.636
H 2.618 1.318 -5.616
H 2.176 2.991 -4.049
H 0.495 2.911 -4.366
H 1.315 5.948 -6.211
H 1.446 5.581 -4.495
H -0.012 5.221 -5.384
C 3.773 -4.361 -5.843
O 3.853 -2.983 -5.474
C 5.147 -2.568 -4.911
C 5.179 -1.072 -4.514
O 4.217 -0.735 -3.514
C 4.250 0.632 -3.076
C 2.980 0.929 -2.289
O 3.061 2.283 -1.752
C 1.816 2.598 -1.147
H 3.691 -5.112 -5.057
H 4.600 -4.754 -6.434
H 2.870 -4.555 -6.422
H 5.984 -2.768 -5.580
H 5.246 -3.165 -4.004
H 4.943 -0.310 -5.257
H 6.161 -0.771 -4.150
H 4.376 1.353 -3.883
H 5.039 0.769 -2.336
H 2.905 0.174 -1.506
H 2.104 0.839 -2.932
H 1.037 2.717 -1.900
H 1.824 3.535 -0.589
H 1.449 1.884 -0.411
C -6.377 3.534 -1.729
O -7.708 3.042 -1.943
C -7.761 2.500 -3.228
C -9.103 1.831 -3.467
O -10.193 2.725 -3.300
C -11.527 2.166 -3.617
C -12.318 3.191 -4.428
O -11.658 3.314 -5.711
C -12.119 4.480 -6.477
H -5.635 2.803 -2.052
H -6.340 3.724 -0.656
H -6.241 4.536 -2.135
H -6.920 1.833 -3.419
H -7.731 3.281 -3.988
H -9.174 1.061 -2.699
H -9.122 1.348 -4.444
H -12.069 1.885 -2.714
H -11.455 1.310 -4.288
H -12.262 4.115 -3.853
H -13.352 2.902 -4.616
H -13.186 4.642 -6.327
H -11.878 4.084 -7.464
H -11.618 5.429 -6.286
C -1.450 -0.270 7.227
O -2.787 -0.635 6.874
C -2.834 -1.609 5.783
C -4.241 -2.028 5.450
O -5.095 -0.931 5.275
C -4.847 0.009 4.232
C -4.839 -0.601 2.789
O -3.898 -1.669 2.569
C -3.669 -1.967 1.112
H -1.540 0.373 8.103
H -1.028 0.253 6.369
H -0.869 -1.140 7.533
H -2.260 -2.449 6.174
H -2.330 -1.251 4.886
H -4.685 -2.521 6.315
H -4.277 -2.694 4.588
H -3.836 0.390 4.379
H -5.517 0.867 4.295
H -4.505 0.179 2.106
H -5.843 -0.946 2.540
H -3.287 -1.052 0.661
H -4.599 -2.351 0.692
H -2.931 -2.767 1.048
C -2.122 1.956 -5.439
O -3.346 2.136 -6.128
C -3.953 3.456 -6.072
C -4.595 3.837 -4.667
O -3.651 4.069 -3.580
C -3.007 5.352 -3.569
C -1.777 5.333 -2.625
O -2.216 5.474 -1.301
C -1.161 5.442 -0.292
H -1.713 0.995 -5.753
H -2.312 1.743 -4.387
H -1.379 2.725 -5.651
H -4.814 3.415 -6.739
H -3.292 4.256 -6.407
H -5.205 3.012 -4.299
H -5.220 4.725 -4.760
H -3.776 6.099 -3.372
H -2.692 5.627 -4.576
H -1.077 6.125 -2.891
H -1.243 4.407 -2.840
H -1.471 5.771 0.699
H -0.361 6.145 -0.527
H -0.669 4.477 -0.166
C 3.842 2.033 3.206
O 3.917 3.023 2.207
C 4.726 2.690 1.039
C 4.978 4.003 0.261
O 5.877 4.802 1.003
C 6.206 5.942 0.190
C 7.428 6.606 0.890
O 8.721 5.874 0.774
C 8.713 4.513 1.242
H 3.687 1.034 2.798
H 3.110 2.231 3.989
H 4.829 2.015 3.669
H 4.241 1.943 0.410
H 5.665 2.279 1.410
H 4.121 4.655 0.093
H 5.439 3.823 -0.710
H 5.329 6.585 0.261
H 6.490 5.702 -0.834
H 7.236 6.666 1.962
H 7.634 7.595 0.480
H 8.332 3.824 0.488
H 8.195 4.388 2.194
H 9.752 4.193 1.318
C -0.214 -2.462 3.336
O 0.213 -1.130 3.122
C 0.766 -0.762 1.878
C -0.127 -0.933 0.672
O 0.515 -0.537 -0.514
C -0.196 -0.809 -1.723
C -1.074 0.451 -2.081
O -2.063 0.767 -1.085
C -2.724 2.019 -1.213
H -0.685 -2.648 4.302
H 0.641 -3.137 3.303
H -0.898 -2.767 2.544
H 1.659 -1.377 1.767
H 1.184 0.242 1.952
H -1.067 -0.407 0.843
H -0.500 -1.947 0.531
H -0.845 -1.684 -1.669
H 0.610 -1.019 -2.427
H -1.602 0.075 -2.958
H -0.446 1.259 -2.458
H -3.048 2.238 -2.231
H -2.064 2.871 -1.047
H -3.651 2.123 -0.649

Properties
**Kohn-Sham gap**: 0.3480 Eh
**ΔE to the lowest compared entry with this formula, charge and spin**: 2.641 eV
**Structure (SMILES)**: COCCOCCOC.COCCOCCOC.COCCOCCOC.COCCOCCOC.COCCOCCOC.COCCOCCOC.COCCOCCOC.COCCOCCOC.COCCOCCOC.COCCOCCOC.COCCOCCOC
**Total charge**: 0

Entry 2:
The following is a DFT calculation (ωB97M-V/def2-TZVPD) of a cluster of 16 separate species, C66H161N3O16 in total at a distorted geometry.

Atoms and positions in Å:
C 2.315 -0.333 6.256
C 0.843 -0.323 5.789
C -0.032 0.407 6.760
O 0.746 0.414 4.491
H 2.424 -0.578 7.285
H 2.668 0.691 6.064
H 2.862 -1.116 5.681
H 0.528 -1.359 5.635
H -1.007 0.802 6.404
H 0.376 1.268 7.243
H -0.296 -0.219 7.606
H 1.247 -0.054 3.842
C 4.516 3.148 -5.367
C 3.969 4.527 -5.534
C 3.179 4.708 -6.842
O 3.157 5.038 -4.379
H 3.707 2.455 -5.287
H 5.043 3.074 -4.406
H 4.992 2.938 -6.336
H 4.816 5.253 -5.504
H 3.893 4.715 -7.668
H 2.737 5.728 -6.848
H 2.324 4.066 -7.076
H 2.451 4.398 -4.246
C -2.676 -6.655 1.298
C -2.061 -6.188 -0.065
C -2.279 -4.723 -0.340
O -0.694 -6.545 -0.203
H -2.307 -7.663 1.553
H -3.763 -6.640 1.236
H -2.250 -6.076 2.078
H -2.530 -6.795 -0.830
H -2.106 -4.072 0.499
H -3.308 -4.512 -0.706
H -1.697 -4.383 -1.158
H -0.233 -6.349 0.620
C 1.779 -4.715 3.977
C 1.578 -5.704 2.811
C 0.912 -6.966 3.312
O 0.681 -5.162 1.854
H 0.842 -4.533 4.530
H 2.143 -3.799 3.591
H 2.493 -5.081 4.750
H 2.577 -5.912 2.392
H 1.482 -7.480 4.075
H 0.736 -7.530 2.385
H -0.061 -6.735 3.741
H 1.179 -4.561 1.264
C 3.329 -6.140 -0.819
C 2.650 -5.053 -1.602
C 1.914 -5.432 -2.900
O 1.774 -4.334 -0.696
H 4.059 -6.728 -1.376
H 2.519 -6.859 -0.560
H 3.814 -5.851 0.148
H 3.443 -4.330 -1.732
H 1.579 -4.590 -3.442
H 1.091 -6.107 -2.634
H 2.644 -5.905 -3.604
H 0.884 -4.731 -0.732
C 3.227 5.806 -0.633
C 3.206 4.261 -0.722
C 4.627 3.777 -0.865
O 2.700 3.647 0.513
H 4.029 5.994 0.070
H 2.317 6.315 -0.358
H 3.519 6.174 -1.600
H 2.574 3.847 -1.529
H 5.263 4.361 -1.499
H 4.711 2.772 -1.309
H 5.067 3.679 0.120
H 2.642 2.696 0.317
C -2.029 -4.632 4.880
C -2.121 -3.272 4.295
C -3.469 -2.552 4.140
O -1.187 -2.430 5.058
H -1.021 -4.972 4.869
H -2.574 -5.385 4.362
H -2.337 -4.663 5.915
H -1.698 -3.421 3.251
H -4.093 -3.074 3.343
H -3.279 -1.528 3.812
H -3.995 -2.518 5.055
H -1.521 -1.542 4.873
C -5.319 2.605 0.222
C -4.855 3.319 -0.982
C -5.469 4.693 -0.943
O -3.421 3.441 -1.048
H -4.669 1.696 0.359
H -6.305 2.156 0.154
H -5.258 3.187 1.124
H -5.087 2.827 -1.890
H -5.222 5.104 -1.927
H -5.077 5.299 -0.109
H -6.556 4.615 -0.857
H -3.061 4.032 -0.318
C -2.288 6.797 -0.132
C -1.121 6.096 0.535
C -0.527 6.920 1.620
O -1.726 4.857 1.001
H -1.981 7.835 -0.363
H -3.138 7.029 0.557
H -2.810 6.269 -0.987
H -0.282 5.880 -0.147
H 0.385 6.524 1.995
H -1.211 7.018 2.463
H -0.425 7.978 1.300
H -1.198 4.442 1.690
C -1.660 3.061 -3.907
C -0.275 3.733 -3.905
C -0.037 4.777 -2.797
O 0.861 2.845 -3.915
H -2.377 3.835 -4.232
H -1.887 2.742 -2.922
H -1.700 2.197 -4.617
H -0.215 4.299 -4.825
H 0.848 5.360 -3.102
H 0.120 4.357 -1.828
H -0.920 5.435 -2.806
H 0.601 2.077 -4.443
C 3.251 3.809 3.822
C 1.808 3.994 4.275
C 1.694 5.251 5.146
O 0.930 4.207 3.105
H 3.533 4.720 3.349
H 3.428 3.094 2.963
H 3.944 3.659 4.685
H 1.314 3.225 4.838
H 0.754 5.778 4.932
H 2.457 5.975 4.922
H 1.700 4.978 6.210
H 1.496 4.259 2.320
C -0.551 -2.964 -4.806
C -0.814 -1.957 -5.944
C -1.649 -2.526 -7.046
O -1.427 -0.755 -5.435
H -1.439 -3.421 -4.589
H -0.273 -2.339 -3.951
H 0.229 -3.719 -4.959
H 0.159 -1.648 -6.374
H -2.669 -2.632 -6.696
H -1.251 -3.354 -7.571
H -1.672 -1.825 -7.881
H -0.830 -0.385 -4.764
C -3.959 2.264 3.716
C -2.433 2.205 3.626
C -1.735 3.381 4.340
O -2.050 1.028 4.258
H -4.268 3.268 3.378
H -4.330 1.991 4.704
H -4.397 1.582 3.006
H -2.255 2.141 2.527
H -2.334 3.684 5.210
H -1.647 4.154 3.620
H -0.790 3.037 4.758
H -1.104 0.859 4.162
C 5.593 0.646 0.400
C 5.142 -0.434 1.341
C 4.168 -1.431 0.688
C 4.004 -2.720 1.495
C 5.390 -3.422 1.551
C 6.420 -2.450 2.211
N 6.387 -1.168 1.559
O 7.311 -0.311 2.132
C 6.170 -2.463 3.730
C 7.825 -3.034 1.956
C 4.500 0.142 2.566
H 6.366 0.259 -0.299
H 6.040 1.471 0.929
H 4.716 1.017 -0.178
H 3.195 -1.043 0.464
H 4.605 -1.611 -0.332
H 3.381 -3.427 1.003
H 3.789 -2.468 2.554
H 5.673 -3.596 0.507
H 5.548 -4.372 2.026
H 5.215 -2.019 4.087
H 6.155 -3.506 4.107
H 6.916 -1.814 4.186
H 8.556 -2.541 2.618
H 7.824 -4.141 2.177
H 8.035 -2.940 0.881
H 3.903 1.037 2.340
H 5.194 0.445 3.380
H 3.842 -0.561 3.002
H 7.945 -0.118 1.399
C 0.681 -1.767 1.890
C 0.083 -0.700 1.004
C 0.558 0.659 1.455
C 0.342 1.851 0.439
C 0.991 1.403 -0.896
C 0.626 -0.031 -1.384
N 0.738 -1.013 -0.306
O 0.081 -2.209 -0.824
C -0.847 0.113 -2.017
C 1.617 -0.410 -2.461
C -1.449 -0.697 1.082
H 1.722 -1.579 2.094
H 0.503 -2.736 1.396
H 0.141 -1.915 2.860
H 0.116 0.884 2.440
H 1.593 0.612 1.686
H 0.751 2.786 0.925
H -0.684 2.011 0.278
H 2.101 1.384 -0.772
H 0.712 1.997 -1.723
H -1.289 -0.870 -2.148
H -1.534 0.787 -1.492
H -0.647 0.594 -3.056
H 1.617 0.270 -3.313
H 2.586 -0.333 -2.005
H 1.460 -1.387 -2.809
H -1.953 -0.136 0.292
H -1.764 -0.243 2.031
H -1.750 -1.763 1.092
H 0.810 -2.807 -0.976
C -4.578 -0.803 -1.794
C -5.488 -1.743 -2.710
C -6.927 -1.444 -2.432
C -7.497 -0.164 -3.109
C -7.149 -0.167 -4.577
C -5.606 -0.425 -4.833
N -5.223 -1.656 -4.144
O -3.932 -2.074 -4.436
C -5.362 -0.673 -6.325
C -4.872 0.856 -4.462
C -5.234 -3.195 -2.356
H -3.505 -0.761 -2.026
H -4.866 -1.096 -0.731
H -4.952 0.274 -1.893
H -7.537 -2.307 -2.637
H -6.953 -1.501 -1.334
H -7.167 0.795 -2.662
H -8.514 -0.077 -2.871
H -7.472 0.693 -5.136
H -7.660 -1.063 -5.027
H -5.893 -1.627 -6.606
H -5.895 0.219 -6.794
H -4.303 -0.668 -6.576
H -5.070 1.717 -5.118
H -5.090 1.363 -3.541
H -3.783 0.726 -4.577
H -5.548 -3.877 -3.123
H -5.763 -3.416 -1.436
H -4.194 -3.310 -2.115
H -3.397 -1.284 -4.394

Properties
**Kohn-Sham gap**: 0.3151 Eh
**ΔE to the lowest compared entry with this formula, charge and spin**: 1.926 eV
**Total charge**: 0